Entry 1:
ORCA calculation (wB97M-V/def2-TZVPD) on C20H21N5O10PSTa as an isolated structure at a distorted geometry.

Values from the calculation:
energy = -70673.222 eV
max |F| = 1.364 eV/Å
total charge = +2
frontier orbital gap = 6.85 eV
relative energy (zero: lowest compared OMol25 entry of this formula, charge and spin) = 8.4 kcal per mole
HOMO level = -13.433 eV

Atoms and positions in Å:
Ta 0.474 0.018 0.695
O 0.751 0.768 6.819
C 0.627 0.595 5.509
C -0.588 0.266 4.887
C -0.576 0.121 3.525
N 0.546 0.259 2.823
C 1.700 0.608 3.396
C 1.791 0.787 4.747
C 2.788 0.829 2.374
O 3.838 1.329 2.606
O 2.355 0.437 1.145
C -1.760 -0.166 2.641
O -2.861 -0.386 3.010
O -1.356 -0.139 1.327
H -0.085 0.639 7.286
H -1.511 0.148 5.440
H 2.721 1.081 5.215
N 3.299 7.029 -1.905
C 2.533 5.973 -1.592
C 1.214 5.879 -2.095
C 0.428 4.808 -1.782
C 0.941 3.801 -0.944
C 2.254 3.874 -0.434
C 3.036 4.945 -0.760
S -0.052 2.518 -0.546
O -1.425 2.741 -0.837
O 0.284 2.095 0.865
N 0.435 1.009 -1.220
C -0.016 0.859 -2.533
N -0.240 -0.391 -2.998
C -0.653 -0.566 -4.278
C -0.830 0.508 -5.095
C -0.576 1.762 -4.537
N -0.170 1.929 -3.287
H 2.940 7.788 -2.457
H 4.223 7.136 -1.524
H 0.825 6.671 -2.723
H -0.584 4.744 -2.154
H 2.651 3.100 0.211
H 4.043 5.018 -0.370
H -0.830 -1.589 -4.580
H -1.159 0.388 -6.116
H -0.708 2.664 -5.124
C -0.832 -4.160 -2.931
O -1.101 -2.795 -2.471
P -0.158 -1.764 -1.776
O 0.802 -1.761 0.990
C 0.677 -3.062 1.541
O 1.274 -2.345 -2.126
C 2.570 -1.786 -1.799
H -1.158 -4.216 -3.965
H -1.427 -4.818 -2.309
H 0.227 -4.377 -2.851
H 1.668 -3.479 1.704
H 0.118 -3.688 0.845
H 0.135 -3.007 2.484
H 3.301 -2.412 -2.298
H 2.728 -1.807 -0.724
H 2.642 -0.767 -2.180



Entry 2:
ORCA calculation (wB97M-V/def2-TZVPD) on one molecule with the formula C16H26N4O3S at a distorted geometry.

Values from the calculation:
energy = -39953.435 eV
max |F| = 1.036 eV/Å
SMILES string = CCCCCCC(=O)N/N=C/c1c(O)n(CCCC)c(=S)[nH]c1=O
total charge = 0
frontier orbital gap = 8.23 eV
relative energy (zero: lowest compared OMol25 entry of this formula, charge and spin) = 1.0 kcal per mole
HOMO level = -8.416 eV

Atoms and positions in Å:
C -1.130 -3.459 1.396
C -2.373 -2.586 1.514
C -2.058 -1.123 1.209
C -3.291 -0.218 1.281
C -4.178 -0.301 0.037
C -3.645 0.530 -1.140
C -3.901 1.997 -0.893
O -4.993 2.512 -0.972
N -2.828 2.774 -0.542
N -1.562 2.338 -0.397
C -0.644 3.167 -0.052
C 0.717 2.754 0.131
C 1.113 1.442 -0.055
O 0.262 0.502 -0.428
N 2.396 1.039 0.144
C 2.747 -0.358 -0.060
C 3.145 -0.620 -1.512
C 3.431 -2.098 -1.772
C 4.651 -2.611 -1.016
C 3.374 1.943 0.482
S 4.949 1.520 0.677
N 2.978 3.232 0.658
C 1.693 3.754 0.521
O 1.485 4.929 0.715
H -1.367 -4.497 1.620
H -0.362 -3.126 2.092
H -0.723 -3.410 0.388
H -3.134 -2.952 0.822
H -2.780 -2.667 2.524
H -1.607 -1.061 0.218
H -1.316 -0.772 1.931
H -3.880 -0.503 2.155
H -2.977 0.817 1.428
H -5.180 0.061 0.275
H -4.267 -1.341 -0.278
H -2.587 0.338 -1.308
H -4.205 0.260 -2.038
H -3.028 3.763 -0.377
H -0.845 4.224 0.125
H -0.640 0.931 -0.491
H 1.882 -0.964 0.211
H 3.582 -0.581 0.605
H 4.033 -0.031 -1.748
H 2.332 -0.292 -2.164
H 3.597 -2.227 -2.844
H 2.554 -2.690 -1.500
H 5.510 -1.972 -1.206
H 4.470 -2.635 0.055
H 4.895 -3.620 -1.340
H 3.706 3.891 0.916



Entry 3:
ORCA calculation (wB97M-V/def2-TZVPD) on a 2-piece molecular cluster, CH4O3 overall at a distorted geometry.

Values from the calculation:
energy = -7239.138 eV
max |F| = 4.572 eV/Å
total charge = 0
frontier orbital gap = 10.30 eV
relative energy (zero: lowest compared OMol25 entry of this formula, charge and spin) = 127.1 kcal per mole
HOMO level = -9.872 eV

Atoms and positions in Å:
C 0.661 0.049 0.119
O 0.436 1.368 0.287
O -1.133 -0.477 -1.203
O -0.429 -0.757 0.041
H 1.452 -0.120 -0.607
H 1.199 -0.471 1.602
H -0.300 1.488 0.911
H -1.887 -1.080 -1.150